Here is the molecule C5H10S in a non-equilibrium geometry from the Open Molecules 2025 dataset. Energies are from wB97M-V/def2-TZVPD.

Each line ends with the Löwdin charge.
Cartesian coordinates (Å):
1 C 1.954699 -0.515273 0.568810  -0.058
2 H 2.797456 -0.569733 -0.040204  0.053
3 H 1.932952 0.488680 1.078963  0.096
4 C -2.001412 0.135686 0.279209  -0.139
5 H 1.822923 -1.284561 1.286785  0.060
6 H -0.665919 -1.109564 1.516102  0.123
7 C -0.746754 -0.622012 0.491788  -0.616
8 H -2.832543 -0.538192 0.474560  0.074
9 H 1.193433 1.040418 -1.949414  0.116
10 C 0.603792 -0.318301 -0.172388  -0.746
11 H 0.642808 1.815165 -0.417912  0.102
12 H -2.209046 0.467963 -0.776481  0.089
13 H -2.136679 0.979484 0.949693  0.080
14 H -0.523617 0.917378 -1.475325  -0.004
15 C 0.409664 0.924505 -1.084570  -0.090
16 S -0.241752 -1.811648 -0.729614  0.859

Cartesian forces, eV/Å:
C -3.64 3.14 0.71
H 1.23 -0.40 -1.12
H 0.91 -0.94 0.14
C -1.38 0.36 -1.09
H 0.30 -0.78 0.56
H -0.12 0.93 -1.15
C 1.78 -1.14 1.84
H -0.11 -0.14 0.21
H -1.39 -0.61 1.52
C -0.74 0.32 -0.81
H -0.72 -0.73 -0.81
H 0.52 -0.28 1.09
H 0.23 0.22 0.08
H -2.57 0.34 -1.18
C 5.72 0.45 1.00
S -0.01 -0.74 -0.99

## Properties
Multiplicity ... 1
Energy above the lowest of the compared OMol25 structures with the same formula, charge and spin ... 27.20 kcal/mol
Net charge ... 0
LUMO energy ... 0.96 eV


Here is the molecule C5H10Se in a non-equilibrium geometry from the Open Molecules 2025 dataset. Energies are from wB97M-V/def2-TZVPD.

Each line ends with the Löwdin charge.
Cartesian coordinates (Å):
1 H 2.812687 -0.553352 1.866385  0.070
2 C 1.866167 -0.339529 1.399202  0.023
3 C 1.278656 -0.501990 0.231742  -0.479
4 H 2.565911 -2.149815 -0.748949  0.059
5 C 1.988931 -1.273020 -0.847729  -0.064
6 H -0.078402 0.708666 -1.144283  0.091
7 C -2.828007 0.826159 -0.330681  -0.505
8 H -2.550206 1.746432 0.116633  0.002
9 Se -1.758628 -0.591827 0.337292  0.847
10 H 2.664944 -0.452661 -1.187475  0.098
11 H 0.055990 1.284236 0.612875  0.091
12 H 1.160084 -1.409509 -1.588900  0.084
13 H 1.215691 0.229410 2.043841  0.052
14 H -3.804827 0.713155 -0.043196  -0.035
15 H -2.859284 0.819336 -1.538337  0.087
16 C 0.047358 0.335773 -0.059981  -0.421

Cartesian forces, eV/Å:
H 0.21 -0.85 -0.65
C -1.35 1.27 1.61
C 1.03 -0.79 0.20
H 0.27 -0.99 1.00
C -2.02 2.92 -2.13
H 0.52 -0.82 1.58
C 1.17 -0.06 -3.89
H 0.68 1.02 -0.08
Se 1.64 -0.18 0.10
H -0.23 -0.87 -0.66
H -0.06 -1.74 -1.17
H 1.21 -0.28 -0.10
H 0.26 0.43 0.70
H -2.49 -0.78 0.79
H 0.35 0.40 2.86
C -1.20 1.33 -0.16

## Properties
Multiplicity ... 1
Energy above the lowest of the compared OMol25 structures with the same formula, charge and spin ... 3.18 kcal/mol
Net charge ... 0
LUMO energy ... 0.86 eV


Here is a 2-piece molecular cluster, C5H10Si overall in a non-equilibrium geometry from the Open Molecules 2025 dataset. Energies are from wB97M-V/def2-TZVPD.

Each line ends with the Löwdin charge.
Cartesian coordinates (Å):
1 H -1.317833 -1.015564 -1.465231  0.043
2 H 0.347903 -3.055545 0.208520  -0.047
3 H -1.663258 -0.394718 1.524873  0.055
4 Si -0.010151 0.509589 0.027034  0.652
5 C 0.985647 2.103008 -0.049044  -0.279
6 C -0.774242 0.330759 1.755732  -0.251
7 C 1.522261 3.171782 -0.107452  0.001
8 H -2.265053 0.470074 -1.178153  0.014
9 C -1.250998 0.153414 -1.442135  -0.235
10 H -0.886006 0.384201 -2.405277  -0.012
11 H 2.089115 4.039594 -0.277224  0.005
12 H 2.084757 -2.535144 0.361047  -0.032
13 H -0.114421 -0.106671 2.575989  0.049
14 H -1.143667 1.282922 1.921604  -0.027
15 H 1.174531 -2.638537 -1.267029  -0.001
16 C 1.221412 -2.699169 -0.183255  0.063

Cartesian forces, eV/Å:
H 0.12 1.86 0.21
H -1.92 -0.80 1.47
H 1.44 1.23 0.83
Si 0.75 0.41 -0.53
C -1.81 -1.64 0.03
C -0.09 -3.69 -1.17
C 0.59 0.39 -0.29
H 0.17 0.32 -0.47
C 0.18 -2.63 2.38
H 0.17 0.83 -0.96
H 0.25 0.57 0.10
H 1.41 0.35 0.89
H -0.93 0.81 -1.20
H -0.86 1.84 1.06
H 0.50 0.23 0.20
C 0.05 -0.08 -2.57

## Properties
Multiplicity ... 3
Energy above the lowest of the compared OMol25 structures with the same formula, charge and spin ... 0.00 kcal/mol
Net charge ... 0
LUMO energy (spin up / spin down) ... 0.90 / -0.92 eV


Here is C5H11AlO8P as an isolated structure in a non-equilibrium geometry from the Open Molecules 2025 dataset. Energies are from wB97M-V/def2-TZVPD.

Each line ends with the Löwdin charge.
Cartesian coordinates (Å):
1 C -1.505093 -1.691202 -3.043396  0.005
2 H -2.029706 -0.882020 -2.535368  0.102
3 H 4.152110 -0.612715 -4.872317  0.082
4 H -1.306611 -2.575053 -2.437154  0.097
5 O -6.911604 -0.838681 2.520009  -0.293
6 H 4.033532 4.299884 6.943766  0.026
7 H 2.731229 5.083819 6.029720  0.023
8 H 3.476450 -1.196740 -2.897651  0.126
9 H 4.736656 0.696318 -4.049072  0.083
10 C 3.781212 0.228977 -4.287429  -0.103
11 C 3.063555 -0.209271 -3.103861  -0.167
12 O -8.805404 -2.697898 2.577038  -0.262
13 P -7.451274 -2.176152 3.115139  0.000
14 H 4.084901 4.596988 5.229935  0.018
15 O -7.065868 -2.012267 4.602950  -0.192
16 O -6.260055 -3.065583 2.613573  -0.247
17 C 0.713583 -0.843214 -2.817670  -0.618
18 O 1.681583 -0.499717 -3.633703  0.030
19 O 0.725550 -0.809807 -1.543641  0.047
20 H -2.006219 -2.078993 -3.930294  0.091
21 Al -2.168531 -0.273164 4.311295  0.834
22 C 3.435102 4.251561 6.034016  -0.457
23 O -0.296258 -1.075552 -3.580618  0.004
24 H 3.275345 0.948694 -4.931019  0.089
25 H 3.092011 0.417436 -2.212492  0.132
26 O 2.823804 3.014351 5.898246  -0.449

Cartesian forces, eV/Å:
C 0.63 0.40 -0.50
H -0.33 -0.55 0.11
H -0.64 -0.13 -0.31
H 0.30 0.45 0.39
O -1.98 1.11 0.65
H 0.29 0.33 0.57
H -0.70 0.55 0.52
H -0.18 0.06 0.80
H -0.01 0.30 0.51
C 2.08 1.12 -1.69
C -1.73 -1.79 0.17
O 2.33 1.13 1.54
P 1.40 0.23 -2.51
H 0.74 -0.35 -0.77
O -0.79 -0.42 -0.56
O -0.67 -1.97 0.95
C 0.68 1.20 4.94
O 2.16 0.62 0.65
O 0.12 -0.55 -4.19
H -0.24 0.48 0.09
Al -0.08 0.05 -0.05
C -0.87 -1.39 -0.12
O -2.10 -1.52 -0.80
H -0.26 -0.17 0.12
H -0.50 0.07 -0.27
O 0.35 0.73 -0.26

## Properties
Multiplicity ... 1
Energy above the lowest of the compared OMol25 structures with the same formula, charge and spin ... 122.70 kcal/mol
Net charge ... -1
LUMO energy ... -0.98 eV


Here is the molecule C5H11BO in a non-equilibrium geometry from the Open Molecules 2025 dataset. Energies are from wB97M-V/def2-TZVPD.

Each line ends with the Löwdin charge.
Cartesian coordinates (Å):
1 H -2.580057 0.081474 -1.071414  0.079
2 H -1.061410 -1.945051 -0.308196  0.123
3 C -1.097384 -0.902500 -0.014340  -0.105
4 C 1.319170 -0.834601 0.712848  -0.140
5 H 3.164176 -1.219306 -0.656189  0.074
6 H -0.734748 3.315388 0.593792  0.037
7 C -2.420638 -0.219244 -0.050342  -0.077
8 H 2.636264 0.606691 -0.675886  0.081
9 H -3.100844 -0.856508 0.415890  0.053
10 H 1.254350 -1.863272 0.804747  0.082
11 C -0.047099 -0.288037 0.465114  -0.228
12 H 1.817100 -0.722908 -1.532252  0.064
13 H -2.324389 0.687110 0.660031  0.104
14 C 2.299853 -0.475102 -0.551284  -0.075
15 H 1.742349 -0.406583 1.556248  0.084
16 H -0.658783 1.974449 -0.920456  0.051
17 O -0.115004 1.151500 0.998720  -0.021
18 B -0.393920 2.222404 0.228649  -0.186

Cartesian forces, eV/Å:
H -0.93 0.17 -0.21
H 0.37 0.05 0.01
C -0.57 0.45 0.37
C 0.58 2.16 -3.98
H -0.71 1.35 0.87
H 0.73 -0.21 0.62
C 1.91 2.14 1.18
H -0.35 -1.48 0.70
H -1.72 -1.01 0.09
H 0.02 -2.09 0.17
C 1.44 2.45 1.43
H -0.31 0.38 0.92
H -0.50 -1.24 -1.48
C 0.06 -1.02 -0.79
H 0.66 0.71 1.77
H 0.47 0.20 -0.16
O 0.32 -2.12 -0.39
B -1.46 -0.88 -1.13

## Properties
Multiplicity ... 1
Energy above the lowest of the compared OMol25 structures with the same formula, charge and spin ... 28.99 kcal/mol
Net charge ... 0
LUMO energy ... 0.84 eV


Here is a 2-piece molecular cluster, C5H11BrNO overall in a non-equilibrium geometry from the Open Molecules 2025 dataset. Energies are from wB97M-V/def2-TZVPD.

Each line ends with the Löwdin charge.
Cartesian coordinates (Å):
1 H -1.573326 -1.226565 -1.545113  0.117
2 N -0.627428 -0.158786 0.019525  -0.445
3 H -2.669844 -0.241493 -0.558440  0.120
4 H 0.801390 -1.539703 -0.799298  0.098
5 H -0.094692 0.878802 1.772585  0.121
6 H 0.565137 1.512688 -0.488365  0.095
7 H -1.795771 1.050112 1.305063  0.119
8 H -1.220671 -0.465625 2.020994  0.119
9 C 0.504065 -1.044913 0.102992  0.115
10 Br 5.023572 -0.420832 -0.014061  0.812
11 H -2.010597 -1.758849 0.083583  0.120
12 H -0.064157 0.605749 -1.871661  0.119
13 H -1.143335 1.660840 -0.943822  0.121
14 C -0.298881 0.975229 -0.875812  0.009
15 C 3.457431 0.505295 -0.034941  -0.762
16 C -1.794496 -0.888898 -0.534234  0.010
17 O 3.102614 1.615986 -0.061503  0.013
18 H 0.796156 -1.417060 1.062921  0.096
19 C -0.957160 0.358029 1.359582  0.002

Cartesian forces, eV/Å:
H 0.11 0.08 0.05
N -0.10 0.12 -0.05
H 0.13 0.13 0.06
H 0.03 -0.01 -0.30
H 0.03 -0.03 -0.13
H -0.01 -0.12 0.08
H 0.03 -0.06 -0.17
H 0.02 -0.06 -0.13
C 0.58 -0.39 -0.05
Br 1.55 -0.52 0.01
H 0.09 0.08 0.07
H -0.02 -0.14 0.06
H -0.08 -0.17 0.11
C 0.31 0.84 -0.58
C -2.40 0.61 0.00
C -0.69 -0.60 -0.31
O 0.63 -0.14 0.00
H -0.03 0.01 0.29
C -0.18 0.37 0.99

## Properties
Multiplicity ... 1
Energy above the lowest of the compared OMol25 structures with the same formula, charge and spin ... 63.72 kcal/mol
Net charge ... +1
LUMO energy (spin up / spin down) ... -4.80 / -3.87 eV


Here is a 2-piece molecular cluster, C5H11BrO overall in a non-equilibrium geometry from the Open Molecules 2025 dataset. Energies are from wB97M-V/def2-TZVPD.

Each line ends with the Löwdin charge.
Cartesian coordinates (Å):
1 C 3.470082 -0.465261 1.196773  -0.549
2 H 3.477526 -2.387895 1.845397  0.166
3 H 1.140727 -1.275567 -0.034968  0.045
4 H 0.047471 1.760859 -0.680671  0.128
5 H 1.061952 -0.458711 -1.576914  0.042
6 H -1.325641 -0.096146 -0.935659  0.113
7 C -0.577677 -0.263993 -0.168665  -0.295
8 H -2.200758 1.403586 1.058078  0.069
9 H 0.210172 -1.959462 -1.237813  0.087
10 Br 4.170597 0.342651 -0.364771  0.624
11 H -0.855631 -0.763138 0.677994  0.082
12 H 0.847235 1.161326 0.761726  0.079
13 H -0.903365 1.847031 2.311577  0.067
14 C -0.116224 1.122639 0.260310  -0.265
15 H -1.279796 2.941903 1.050312  0.079
16 C 0.520342 -0.967294 -0.868225  -0.128
17 O 3.637007 -1.791003 1.002162  -0.216
18 C -1.165842 1.801756 1.220634  -0.126

Cartesian forces, eV/Å:
C 0.14 -2.43 0.49
H 0.03 2.26 -2.09
H 1.05 0.06 -0.13
H -0.40 -0.77 1.27
H 1.11 1.37 -1.63
H -1.02 -0.14 0.52
C 0.93 2.84 -2.64
H 0.93 0.13 0.34
H -0.14 0.47 -0.38
Br -0.01 0.15 -0.30
H -1.32 -1.62 1.89
H 0.22 -0.48 0.08
H -0.16 -0.89 -0.94
C -0.74 2.01 -0.27
H 0.28 -1.70 -0.25
C -0.39 -3.39 2.32
O -0.10 0.03 1.93
C -0.39 2.09 -0.20

## Properties
Multiplicity ... 1
Energy above the lowest of the compared OMol25 structures with the same formula, charge and spin ... 79.71 kcal/mol
Net charge ... 0
LUMO energy ... 0.05 eV


Here is a 2-piece molecular cluster, C5H11Cl2O2P overall in a non-equilibrium geometry from the Open Molecules 2025 dataset. Energies are from wB97M-V/def2-TZVPD.

Each line ends with the Löwdin charge.
Cartesian coordinates (Å):
1 C 1.095502 -1.378673 -1.298625  -0.691
2 H -2.451057 1.777735 2.527591  0.029
3 O -0.163424 -0.818656 -1.370629  -0.345
4 H -0.792816 2.992490 -0.121509  0.085
5 H 0.790041 -2.050320 0.745894  0.069
6 O -0.027017 0.622884 1.884184  0.075
7 C -1.031836 2.065048 0.376054  -0.348
8 H -1.093062 1.259819 -0.371472  0.098
9 H 1.512731 -0.439923 0.557497  0.027
10 C 1.093619 -2.799853 -1.892094  -0.111
11 H 2.085041 -3.269646 -1.816846  0.059
12 C 0.001252 1.699649 1.412713  -0.939
13 H 0.819764 -2.770864 -2.947364  0.057
14 H 0.378775 -3.434167 -1.364151  0.062
15 H 2.507245 -1.889883 0.352858  0.064
16 H -3.585851 1.462627 0.625721  0.030
17 C 1.509888 -1.459213 0.175643  -0.115
18 P -2.581025 2.216860 1.220584  0.668
19 H 1.919189 -0.830581 -1.821951  0.107
20 Cl -3.156482 4.111982 1.349052  0.380
21 Cl 1.169522 2.932685 1.776851  0.739

Cartesian forces, eV/Å:
C -0.88 -0.44 0.50
H -0.07 -0.18 0.17
O 0.21 0.81 -0.10
H -0.11 0.34 -0.23
H -0.14 0.07 -0.07
O 0.18 -0.18 1.03
C 0.11 0.59 -0.18
H 0.38 -0.85 -0.25
H 0.10 -0.07 0.15
C 0.37 0.01 -0.09
H -0.06 0.03 0.00
C -0.18 -0.57 -0.66
H -0.09 0.04 -0.01
H -0.10 0.08 0.03
H -0.04 0.04 -0.14
H -0.19 0.09 -0.08
C 0.61 -0.02 0.06
P 0.14 0.16 -0.10
H -0.30 0.16 -0.05
Cl -0.12 -0.25 -0.06
Cl 0.19 0.14 0.08

## Properties
Multiplicity ... 1
Net charge ... 0
LUMO energy ... -1.74 eV


Number 1 is which compound?
C5H10S


Repeat the fifth record exactly.
Here is the molecule C5H11BO in a non-equilibrium geometry from the Open Molecules 2025 dataset. Energies are from wB97M-V/def2-TZVPD.

Each line ends with the Löwdin charge.
Cartesian coordinates (Å):
1 H -2.580057 0.081474 -1.071414  0.079
2 H -1.061410 -1.945051 -0.308196  0.123
3 C -1.097384 -0.902500 -0.014340  -0.105
4 C 1.319170 -0.834601 0.712848  -0.140
5 H 3.164176 -1.219306 -0.656189  0.074
6 H -0.734748 3.315388 0.593792  0.037
7 C -2.420638 -0.219244 -0.050342  -0.077
8 H 2.636264 0.606691 -0.675886  0.081
9 H -3.100844 -0.856508 0.415890  0.053
10 H 1.254350 -1.863272 0.804747  0.082
11 C -0.047099 -0.288037 0.465114  -0.228
12 H 1.817100 -0.722908 -1.532252  0.064
13 H -2.324389 0.687110 0.660031  0.104
14 C 2.299853 -0.475102 -0.551284  -0.075
15 H 1.742349 -0.406583 1.556248  0.084
16 H -0.658783 1.974449 -0.920456  0.051
17 O -0.115004 1.151500 0.998720  -0.021
18 B -0.393920 2.222404 0.228649  -0.186

Cartesian forces, eV/Å:
H -0.93 0.17 -0.21
H 0.37 0.05 0.01
C -0.57 0.45 0.37
C 0.58 2.16 -3.98
H -0.71 1.35 0.87
H 0.73 -0.21 0.62
C 1.91 2.14 1.18
H -0.35 -1.48 0.70
H -1.72 -1.01 0.09
H 0.02 -2.09 0.17
C 1.44 2.45 1.43
H -0.31 0.38 0.92
H -0.50 -1.24 -1.48
C 0.06 -1.02 -0.79
H 0.66 0.71 1.77
H 0.47 0.20 -0.16
O 0.32 -2.12 -0.39
B -1.46 -0.88 -1.13

## Properties
Multiplicity ... 1
Energy above the lowest of the compared OMol25 structures with the same formula, charge and spin ... 28.99 kcal/mol
Net charge ... 0
LUMO energy ... 0.84 eV


Number 6 is which compound?
C5H11BrNO


Which formula does entry 4 have?
C5H11AlO8P